1.
C28H23MoN11O2S2 | ωB97M-V with the def2-TZVPD basis set

ORCA input file:
```
! RIJCOSX wB97M-V def2-TZVPD def2/J DEFGRID3
* xyz 2 3
Mo 0.875 1.211 0.251
N -1.478 3.913 0.093
C -0.282 4.141 0.618
N 0.728 3.271 0.677
C 1.875 3.846 1.256
C 1.729 5.120 1.633
S 0.131 5.679 1.289
C 3.057 2.983 1.296
C 4.270 3.168 1.831
S 5.274 1.782 1.570
C 3.991 0.993 0.747
N 2.895 1.742 0.655
N 4.092 -0.242 0.246
H -1.836 2.995 -0.191
H -2.170 4.645 0.129
H 2.462 5.773 2.080
H 4.648 4.024 2.369
H 4.916 -0.796 0.414
H 3.275 -0.729 -0.088
N 0.679 0.816 2.112
C 0.602 0.273 3.193
N 0.511 -0.119 4.325
C 0.532 -1.207 5.080
N 0.542 -2.116 5.786
O -2.939 1.573 -0.627
C -2.336 0.535 -0.473
N -2.778 -0.737 -0.468
C -1.756 -1.742 -0.147
C -0.553 -0.819 -0.151
O 0.684 -1.022 -0.006
N -0.935 0.463 -0.264
C -1.865 -2.250 1.301
C -2.807 -1.742 2.185
C -2.879 -2.246 3.481
C -2.006 -3.239 3.893
C -1.052 -3.735 3.009
C -0.982 -3.246 1.717
C -1.746 -2.875 -1.159
C -2.864 -3.704 -1.192
C -2.940 -4.734 -2.114
C -1.891 -4.955 -3.000
C -0.769 -4.144 -2.956
C -0.696 -3.102 -2.037
H -3.745 -0.971 -0.627
H -3.495 -0.965 1.880
H -3.626 -1.862 4.164
H -2.060 -3.627 4.901
H -0.368 -4.510 3.331
H -0.257 -3.652 1.021
H -3.671 -3.561 -0.479
H -3.812 -5.374 -2.134
H -1.947 -5.766 -3.715
H 0.057 -4.325 -3.631
H 0.203 -2.499 -1.996
N 2.191 3.670 -1.832
C 1.489 2.727 -2.498
C 0.958 3.008 -3.771
C 0.374 2.009 -4.492
C 0.336 0.706 -3.965
C 0.801 0.515 -2.707
N 1.305 1.516 -1.910
H 2.437 4.511 -2.329
H 2.843 3.373 -1.125
H 1.065 4.008 -4.173
H -0.024 2.214 -5.478
H -0.055 -0.127 -4.531
H 0.794 -0.467 -2.265
*
```

Results
- HOMO-LUMO gap (alpha / beta) (eV) = 5.574 / 6.450
- E_tot (a.u.) = -2697.79391

2.
C28H23N2PS3SeSr | ωB97M-V with the def2-TZVPD basis set

ORCA input file:
```
! RIJCOSX wB97M-V def2-TZVPD def2/J DEFGRID3
* xyz -2 1
Sr 1.704 -1.567 -0.403
S -0.050 4.211 -1.485
C -0.650 5.809 -1.218
C -1.869 5.772 -0.618
C -2.329 4.455 -0.351
C -1.440 3.466 -0.736
C -1.559 2.044 -0.583
C -0.464 1.196 -0.718
N -0.436 -0.110 -0.524
C -1.657 -0.754 -0.216
C -2.849 0.057 -0.040
C -4.072 -0.642 0.296
C -4.113 -1.979 0.424
C -2.937 -2.801 0.240
C -2.965 -4.157 0.347
C -1.767 -4.927 0.154
C -0.611 -4.193 -0.111
N -0.516 -2.880 -0.222
C -1.696 -2.117 -0.076
C -1.774 -6.361 0.246
C -2.846 -7.205 0.486
C -2.496 -8.580 0.515
C -1.172 -8.806 0.305
S -0.332 -7.319 0.048
C -2.796 1.409 -0.198
H -0.061 6.664 -1.507
H -2.426 6.664 -0.356
H -3.263 4.237 0.147
H 0.499 1.641 -0.977
H -4.970 -0.048 0.437
H -5.045 -2.479 0.671
H -3.903 -4.648 0.582
H 0.329 -4.732 -0.237
H -3.853 -6.844 0.635
H -3.210 -9.375 0.692
H -0.639 -9.741 0.279
H -3.698 1.997 -0.072
C 5.087 1.025 0.226
P 3.348 1.168 -0.313
C 3.576 1.790 -2.024
C 2.801 2.718 0.527
C 3.435 3.949 0.361
C 2.936 5.095 0.961
C 1.787 5.030 1.740
C 1.154 3.812 1.927
C 1.664 2.667 1.329
H 5.658 1.923 -0.026
H 5.501 0.144 -0.267
H 5.115 0.848 1.299
H 4.267 2.635 -2.077
H 2.612 2.092 -2.439
H 3.972 0.957 -2.606
H 4.322 4.021 -0.258
H 3.435 6.045 0.806
H 1.379 5.929 2.185
H 0.244 3.752 2.510
H 1.145 1.723 1.453
Se 4.325 -2.602 0.519
S 4.169 -2.080 -1.692
*
```

Results
- HOMO-LUMO gap (alpha / beta) (eV) = 3.665 / 3.678
- energy relative to the best compared isomer or geometry (same formula, charge and spin) (kcal per mole) = 0.0
- E_tot (a.u.) = -5158.49049

3.
C28H23N5O2RuS | ωB97M-V with the def2-TZVPD basis set

ORCA input file:
```
! RIJCOSX wB97M-V def2-TZVPD def2/J DEFGRID3
* xyz 1 2
Ru -0.570 -0.422 0.104
O -0.818 -0.323 2.047
C -1.168 0.778 2.687
C -1.564 0.629 4.029
C -1.937 1.708 4.794
C -1.935 3.002 4.261
C -1.552 3.173 2.956
C -1.168 2.089 2.141
C -0.810 2.417 0.785
N -0.501 1.580 -0.134
C -0.171 2.028 -1.490
C -0.645 0.954 -2.476
N -0.167 -0.306 -1.911
C 0.713 -1.008 -2.528
C 1.623 -1.892 -1.855
C 2.328 -2.873 -2.579
C 3.380 -3.549 -2.020
C 3.798 -3.195 -0.728
C 3.157 -2.216 -0.010
C 2.022 -1.555 -0.531
O 1.432 -0.642 0.195
H -1.555 -0.372 4.439
H -2.234 1.551 5.823
H -2.226 3.848 4.867
H -1.537 4.167 2.525
H -0.818 3.478 0.531
H -0.619 3.000 -1.704
H 0.916 2.114 -1.568
H -1.731 0.947 -2.555
H -0.214 1.134 -3.462
H 0.870 -0.833 -3.595
H 2.024 -3.085 -3.598
H 3.903 -4.315 -2.576
H 4.653 -3.695 -0.290
H 3.494 -1.930 0.978
N -4.356 -2.121 -0.611
C -5.449 -1.220 -0.544
C -6.741 -1.709 -0.498
C -7.810 -0.828 -0.397
C -7.580 0.535 -0.315
C -6.279 1.021 -0.343
C -5.216 0.144 -0.478
S -3.582 0.792 -0.626
N -2.625 -0.582 -0.271
C -3.082 -1.793 -0.309
C -2.143 -2.885 0.076
C -2.524 -4.207 0.228
C -1.602 -5.121 0.720
C -0.345 -4.678 1.079
C -0.031 -3.341 0.892
N -0.895 -2.478 0.368
H -4.597 -3.096 -0.605
H -6.916 -2.778 -0.543
H -8.820 -1.214 -0.374
H -8.408 1.224 -0.226
H -6.093 2.085 -0.272
H -3.520 -4.550 -0.010
H -1.879 -6.160 0.839
H 0.392 -5.347 1.499
H 0.934 -2.939 1.162
*
```

Results
- HOMO-LUMO gap (alpha / beta) (eV) = 6.930 / 6.414
- energy relative to the best compared isomer or geometry (same formula, charge and spin) (kcal per mole) = 0.0
- E_tot (a.u.) = -1998.00955

4.
C28H23N8O2PbS4 | ωB97M-V with the def2-TZVPD basis set

ORCA input file:
```
! RIJCOSX wB97M-V def2-TZVPD def2/J DEFGRID3
* xyz -1 1
Pb 0.015 0.350 0.046
C -3.221 -3.010 0.086
C -2.638 -1.899 -0.753
N -2.765 -0.657 -0.506
N -3.475 -0.262 0.570
C -3.326 1.010 1.029
N -3.900 1.199 2.254
S -2.514 2.202 0.216
C -1.794 -2.222 -1.940
C -1.712 -3.518 -2.449
C -0.860 -3.775 -3.510
C -0.122 -2.738 -4.049
C -0.295 -1.472 -3.504
N -1.102 -1.217 -2.484
H -3.165 -2.762 1.145
H -2.649 -3.925 -0.024
H -4.264 -3.204 -0.184
H -3.784 -0.952 1.238
H -3.902 0.415 2.891
H -3.640 2.077 2.671
H -2.306 -4.319 -2.031
H -0.775 -4.780 -3.907
H 0.569 -2.899 -4.866
H 0.242 -0.616 -3.906
C 1.831 -0.398 8.145
C 1.297 -0.849 6.809
C 0.639 -2.066 6.672
C 0.129 -2.467 5.441
C 0.282 -1.641 4.343
C 0.945 -0.423 4.455
C 1.449 -0.038 5.684
S -0.473 -2.059 2.787
O -1.570 -1.112 2.650
O -0.845 -3.458 2.853
N 0.585 -1.699 1.682
C 1.803 -2.354 1.599
C 2.241 -3.374 2.434
C 3.499 -3.979 2.280
C 4.358 -3.589 1.299
C 3.972 -2.548 0.426
C 4.827 -2.087 -0.598
C 4.429 -1.077 -1.418
C 3.158 -0.507 -1.216
N 2.332 -0.904 -0.279
C 2.705 -1.923 0.559
H 1.687 -1.164 8.907
H 1.324 0.511 8.474
H 2.898 -0.173 8.083
H 0.524 -2.711 7.536
H -0.383 -3.415 5.321
H 1.067 0.208 3.580
H 1.971 0.909 5.772
H 1.586 -3.732 3.212
H 3.784 -4.773 2.961
H 5.329 -4.055 1.176
H 5.805 -2.544 -0.708
H 5.066 -0.701 -2.208
H 2.811 0.312 -1.839
S 0.747 2.001 -1.984
C 1.515 3.297 -1.091
C 1.947 4.396 -1.921
N 2.267 5.257 -2.616
C 1.755 3.364 0.244
S 1.329 2.196 1.478
C 2.462 4.513 0.753
N 3.047 5.408 1.179
*
```

Results
- HOMO-LUMO gap (eV) = 6.608
- E_tot (a.u.) = -3455.07093

Q: What is the E_tot in the third record?
A: -1998.00955 a.u.

Q: What is the E_tot in the first record?
A: -2697.79391 a.u.

Q: The highest E_tot belongs to which entry?
A: C28H23N5O2RuS